Below is a structure of composition C48H67N5O5PSiSr, with properties calculated with ωB97M-V/def2-TZVPD.

The geometry in XYZ format:
```
128
Properties=species:S:1:pos:R:3:forces:R:3:mulliken_charge:R:1
Sr 0.524302 -0.440410 -0.720385 -0.09 0.58 -0.12 1.49
O 4.034512 -1.622349 2.046700 0.01 0.05 0.02 -0.88
C 3.108066 -1.562423 1.224002 0.01 -0.05 0.04 0.01
O 2.760013 -0.579232 0.514539 -0.15 0.00 0.04 0.10
C 2.257253 -2.829443 1.069983 0.05 -0.18 -0.01 0.26
C 2.509074 -3.986541 1.793707 0.04 0.08 0.04 -0.80
C 1.659298 -5.069169 1.623141 0.00 -0.05 0.04 -0.50
C 0.599763 -4.980491 0.733104 0.05 -0.01 -0.12 -0.55
C 0.430326 -3.794432 0.032811 -0.06 -0.09 0.10 0.39
N 1.239289 -2.758514 0.219489 0.04 0.19 0.04 0.31
C -0.699854 -3.586713 -0.983173 0.24 -0.08 -0.04 -0.60
O -1.314851 -4.590049 -1.346107 -0.18 0.08 0.08 -0.81
O -0.860739 -2.379143 -1.338089 -0.14 -0.23 -0.07 0.31
H 4.166627 0.082709 3.124794 0.00 0.05 -0.10 -0.31
H 3.347234 -3.999942 2.476231 0.00 0.00 -0.01 0.52
H 1.824958 -5.981989 2.183728 0.00 0.00 0.00 0.40
H -0.082623 -5.797983 0.547002 0.00 0.01 0.00 0.60
N 1.372122 2.015801 0.091586 -0.02 0.08 -0.10 1.17
C 0.522901 3.205398 0.147406 0.01 -0.02 -0.03 -0.44
C -0.304528 3.230223 1.423984 0.04 0.04 0.06 -0.52
C -1.451529 2.235340 1.479506 -0.17 -0.03 0.01 -0.24
N -1.016482 0.845386 1.305401 0.35 -0.36 0.06 1.67
H 1.841321 1.857836 0.976585 0.08 -0.04 0.05 -1.00
H 2.077609 2.119317 -0.630426 0.00 -0.04 0.04 -0.06
H -0.134389 3.199945 -0.728934 -0.02 0.01 0.00 -0.05
H 1.108983 4.132825 0.096731 0.01 -0.01 0.01 0.47
H -0.735917 4.228401 1.542178 -0.01 0.00 -0.01 0.68
H 0.358332 3.074667 2.281690 0.00 -0.02 -0.03 -0.28
H -2.166285 2.476108 0.690813 -0.05 -0.05 -0.09 -0.33
H -1.976068 2.372459 2.435612 -0.01 0.01 0.00 0.57
H -1.748594 0.198663 1.582394 -0.11 0.10 -0.03 -0.68
H -0.242050 0.659237 1.941178 0.02 0.19 0.09 -1.16
N -4.521364 0.246671 0.036150 -0.20 0.00 0.05 0.37
P -3.416497 -1.038225 -0.272219 0.36 0.23 -0.32 1.10
C -4.299817 -2.108207 -1.458487 -0.08 -0.04 0.01 0.49
C -5.514433 -2.734536 -1.180404 -0.01 0.03 0.01 -0.52
C -6.164606 -3.472059 -2.155666 0.02 0.00 0.00 -0.72
C -5.597616 -3.594342 -3.419983 0.00 0.00 -0.01 -0.54
C -4.383154 -2.988876 -3.699322 0.00 0.00 0.02 -0.70
C -3.731384 -2.249391 -2.719918 -0.01 -0.03 -0.03 -0.16
C -3.597551 -1.961755 1.287531 0.01 -0.08 0.01 0.37
C -3.876224 -1.345707 2.507286 0.01 -0.01 0.00 -0.64
C -3.792792 -2.059772 3.697744 -0.02 0.00 -0.01 -0.59
C -3.418311 -3.394023 3.684077 -0.01 -0.02 -0.02 -0.67
C -3.131084 -4.014541 2.472649 0.00 0.00 0.02 -0.67
C -3.219839 -3.310003 1.283430 -0.02 0.00 0.03 -0.89
C -4.406748 1.475031 -0.594764 0.04 -0.06 0.08 0.30
C -5.191896 2.560862 -0.178610 0.00 0.04 -0.02 -1.14
C -4.994503 3.781204 -0.786520 -0.02 0.00 0.03 -0.42
C -4.028395 3.904422 -1.780620 0.01 -0.02 -0.03 -0.91
C -3.319682 2.769470 -2.129513 0.01 0.01 0.02 0.21
N -3.507686 1.575673 -1.567556 0.03 0.03 0.03 0.21
H -5.390822 0.091522 0.525079 0.01 -0.02 0.01 0.35
H -5.947416 -2.654480 -0.188238 0.00 0.01 0.00 0.35
H -7.106482 -3.957954 -1.931496 0.00 0.00 0.00 0.39
H -6.101597 -4.175012 -4.183105 0.00 0.00 0.00 0.37
H -3.928691 -3.101549 -4.675323 0.00 0.00 0.00 0.45
H -2.764301 -1.807630 -2.922244 -0.01 0.01 0.03 0.23
H -4.146816 -0.295838 2.532248 0.01 0.00 0.01 0.23
H -4.011789 -1.565862 4.636960 -0.01 0.00 0.00 0.40
H -3.343816 -3.949056 4.610902 0.00 0.00 0.00 0.36
H -2.828035 -5.054059 2.452371 0.00 0.00 0.00 0.40
H -2.985484 -3.806184 0.346209 0.01 0.01 0.02 0.49
H -5.911657 2.437799 0.621076 -0.01 0.00 -0.01 0.41
H -5.579781 4.638981 -0.477974 0.00 0.00 0.00 0.39
H -3.834347 4.844927 -2.276626 -0.01 0.00 0.01 0.45
H -2.560831 2.806921 -2.902902 0.01 -0.01 0.01 -0.09
C 0.158339 -1.649938 3.662432 -0.06 0.05 -0.03 0.36
C 0.426250 -0.734929 4.858547 -0.01 0.01 0.17 0.28
C -0.554170 0.442318 4.919620 -0.09 0.00 -0.04 -1.41
C 1.880568 -0.320740 4.941492 -0.01 0.03 -0.17 0.13
C 2.671296 -0.775330 5.927452 0.03 -0.04 -0.05 -0.47
C 4.071485 -0.424840 6.048431 -0.01 0.02 0.03 -1.29
C 4.643765 0.335664 5.117087 0.05 0.03 -0.06 -0.78
C 3.926560 0.839477 3.910475 0.10 -0.11 -0.01 2.00
C 4.547277 2.202418 3.488223 -0.06 0.00 0.07 0.50
C 5.809159 1.934467 2.668936 0.02 -0.04 0.02 -1.58
C 3.657226 3.186470 2.741577 0.02 0.03 -0.11 -1.48
C 2.432510 0.630489 3.934578 -0.35 -0.06 0.36 -0.23
O 1.668570 1.148091 3.130698 0.27 0.01 -0.18 0.10
H -0.898881 -1.926076 3.614509 0.04 0.02 -0.01 -0.53
H 0.749395 -2.563014 3.728786 0.02 -0.03 0.00 0.57
H 0.426826 -1.161573 2.727531 0.05 0.03 -0.09 -0.52
H 0.244621 -1.335270 5.757356 0.03 0.01 0.02 0.58
H -0.581427 0.999646 3.984073 0.03 -0.04 0.11 0.10
H -0.285934 1.138227 5.717595 0.01 -0.01 0.01 0.40
H -1.560938 0.068042 5.122868 0.00 -0.01 -0.02 0.35
H 2.244256 -1.445950 6.667598 0.00 0.02 0.02 0.40
H 4.636109 -0.789571 6.896844 0.00 0.00 0.00 0.37
H 5.690870 0.607297 5.196872 0.00 -0.05 0.01 0.34
H 4.849768 2.692188 4.421025 -0.03 0.04 0.01 0.45
H 5.543550 1.444333 1.729817 -0.01 0.01 -0.01 0.31
H 6.504125 1.276119 3.194834 0.00 0.01 -0.01 0.40
H 6.331495 2.866583 2.442594 -0.01 0.00 0.00 0.46
H 3.461591 2.836756 1.728930 -0.07 -0.02 -0.01 0.21
H 4.185376 4.140048 2.654312 0.01 -0.01 0.02 0.55
H 2.703940 3.364805 3.234414 0.01 -0.01 0.02 0.24
C 0.854342 3.101053 -3.686137 -0.02 0.06 -0.04 -1.82
Si 1.147272 1.193302 -3.520831 0.00 -0.15 -0.04 0.09
C 3.071860 1.083368 -3.946099 -0.03 -0.02 0.05 2.39
C 3.504354 1.608138 -5.314755 0.02 0.01 -0.04 -2.06
C 3.791710 1.914713 -2.875636 0.07 0.02 0.03 -1.88
C 3.574176 -0.355213 -3.794691 0.04 -0.03 0.00 -1.76
C 0.067122 0.533000 -5.032339 -0.06 0.02 0.07 2.56
C -1.395435 0.747960 -4.617712 -0.04 -0.04 0.01 -2.33
C 0.267372 -0.972958 -5.212105 0.01 -0.04 -0.02 -1.98
C 0.254473 1.224101 -6.383492 0.02 0.03 -0.05 -1.95
H 1.284212 3.519082 -4.604245 -0.01 0.01 0.01 0.48
H 1.269853 3.672067 -2.850087 0.00 -0.06 0.02 0.37
H -0.218172 3.322412 -3.707205 0.01 -0.01 0.02 0.41
H 3.130185 2.616827 -5.509994 -0.01 -0.01 0.01 0.31
H 3.158437 0.963472 -6.124075 -0.01 -0.02 0.01 0.35
H 4.601811 1.647402 -5.383708 -0.01 0.00 0.01 0.48
H 3.505756 2.970045 -2.906104 -0.01 -0.03 0.01 0.36
H 4.880166 1.864711 -3.022145 -0.01 0.00 -0.02 0.54
H 3.599529 1.525675 -1.869424 -0.01 0.00 -0.04 0.02
H 3.135989 -1.031086 -4.531543 -0.01 0.02 -0.01 0.25
H 3.346963 -0.755550 -2.801544 -0.01 0.01 -0.01 0.14
H 4.666182 -0.397961 -3.917493 -0.01 0.00 -0.01 0.45
H -1.608890 0.351098 -3.619766 0.00 0.01 -0.01 0.31
H -2.072386 0.248792 -5.325830 0.01 0.01 0.00 0.63
H -1.661739 1.808496 -4.617348 0.03 0.00 -0.01 0.31
H 0.106822 -1.517453 -4.275975 0.01 0.02 0.00 0.21
H 1.270721 -1.214220 -5.570626 0.01 0.02 0.00 0.29
H -0.445608 -1.371378 -5.948723 0.00 0.01 0.01 0.46
H 0.157764 2.310459 -6.301985 0.00 -0.01 0.01 0.34
H -0.507845 0.881649 -7.099324 0.00 0.00 0.02 0.49
H 1.226798 1.011877 -6.827973 0.01 -0.01 0.01 0.33
```
Forces are in eV/Å.

Results
M ... 940.77 u
Total charge ... -1
LUMO energy ... 2.16 eV
F_max ... 0.0117 Eh/bohr
E ... -86561.2020 eV
Energy relative to the best compared isomer or geometry (same formula, charge and spin) ... 1.317 eV
HOMO-LUMO gap ... 5.728 eV
HOMO level ... -3.6 eV